# 1
C29H41AsBrF10N3OReSi | ωB97M-V with the def2-TZVPD basis set

The calculation puts the LUMO energy (spin up / spin down) at -0.791 / -0.356 eV. The HOMO energy (spin up / spin down) is -0.267 / -0.273 Ha.

Geometry as ORCA input:
```
! wB97M-V def2-TZVPD RIJCOSX def2/J DEFGRID3
* xyz 0 2
Re -0.33 0.79 -0.78
C 1.02 2.57 -3.41
N 0.23 1.38 -3.16
C 0.98 0.16 -3.43
C 0.26 -1.11 -3.05
N -0.28 -1.09 -1.69
C -0.93 -2.22 -1.26
C -1.79 -2.13 -0.16
F -1.95 -0.92 0.39
C -2.51 -3.17 0.38
F -3.32 -2.96 1.40
C -2.39 -4.44 -0.17
F -3.07 -5.47 0.33
C -1.54 -4.60 -1.24
F -1.37 -5.81 -1.78
C -0.83 -3.53 -1.77
F 0.00 -3.85 -2.78
C -1.07 1.46 -3.83
C -2.09 2.05 -2.87
N -2.19 1.18 -1.70
C -3.45 1.23 -1.09
C -4.02 2.40 -0.58
F -3.35 3.55 -0.65
C -5.27 2.42 0.01
F -5.76 3.56 0.50
C -6.03 1.27 0.09
F -7.23 1.29 0.66
C -5.53 0.10 -0.47
F -6.28 -1.00 -0.48
C -4.28 0.10 -1.06
F -3.92 -1.00 -1.72
H 1.34 2.62 -4.46
H 0.44 3.45 -3.17
H 1.90 2.57 -2.76
H 1.26 0.08 -4.50
H 1.90 0.24 -2.86
H -0.56 -1.31 -3.75
H 0.98 -1.91 -3.20
H -1.02 2.09 -4.73
H -1.41 0.47 -4.14
H -1.77 3.06 -2.59
H -3.06 2.12 -3.37
C 2.75 -2.76 -1.28
As 3.24 -0.96 -0.74
C 4.39 -0.20 -2.11
C 4.51 -1.34 0.69
O 2.00 0.08 -0.45
H 3.68 -3.31 -1.45
H 2.16 -2.77 -2.19
H 2.20 -3.23 -0.47
H 5.42 -0.49 -1.91
H 4.30 0.88 -2.05
H 4.10 -0.54 -3.10
H 5.13 -0.47 0.90
H 5.13 -2.15 0.32
H 4.01 -1.66 1.60
C -1.31 1.75 2.56
Si 0.23 0.88 1.84
C 0.22 -0.90 2.71
C 0.82 -1.97 1.80
C 1.00 -0.95 4.03
C -1.22 -1.28 3.07
C 1.75 1.98 2.53
C 1.47 2.30 4.01
C 3.12 1.30 2.42
C 1.93 3.33 1.83
H -1.34 1.64 3.65
H -2.23 1.33 2.15
H -1.31 2.82 2.33
H 1.88 -1.78 1.62
H 0.33 -2.01 0.83
H 0.72 -2.96 2.27
H 2.06 -0.75 3.92
H 0.90 -1.96 4.45
H 0.58 -0.26 4.76
H -1.91 -1.21 2.24
H -1.60 -0.64 3.87
H -1.23 -2.31 3.44
H 1.46 1.41 4.64
H 0.53 2.83 4.13
H 2.27 2.95 4.38
H 3.15 0.32 2.90
H 3.87 1.93 2.90
H 3.38 1.19 1.37
H 1.04 3.95 1.89
H 2.19 3.20 0.78
H 2.75 3.87 2.31
Br -0.28 3.24 -0.47
*
```

Mulliken population analysis, charges in e, atoms 1 to 8: 0.35, -1.34, 0.72, -0.61, -1.08, 0.86, 0.10, -0.51

=====

# 2
C29H41CeF5P2 | ωB97M-V with the def2-TZVPD basis set

The calculation puts the LUMO energy (spin up / spin down) at -9.143 / -9.127 eV. The HOMO energy (spin up / spin down) is -0.416 / -0.416 Ha.

Geometry as ORCA input:
```
! wB97M-V def2-TZVPD RIJCOSX def2/J DEFGRID3
* xyz 2 1
Ce 0.72 -0.66 2.79
C -1.63 -1.21 3.64
C -1.24 -2.28 2.77
C 0.28 -2.21 4.53
C -0.72 -1.19 4.75
C -0.04 -2.88 3.28
C -2.69 -0.20 3.37
H -2.75 0.02 2.29
H -2.49 0.74 3.89
H -3.68 -0.55 3.69
C -0.68 -0.14 5.80
H -1.70 0.16 6.05
H -0.14 0.75 5.45
H -0.16 -0.52 6.68
C 1.63 -2.16 5.14
H 1.55 -1.86 6.19
H 2.33 -1.42 4.65
H 2.12 -3.14 5.03
C 0.95 -3.61 2.44
H 0.96 -4.67 2.72
H 1.98 -3.21 2.59
H 0.73 -3.53 1.36
C -1.90 -2.61 1.47
H -1.79 -3.67 1.24
H -1.47 -2.04 0.62
H -2.97 -2.38 1.51
C -1.60 1.75 -0.42
C -2.74 1.05 -0.39
C -3.12 -0.18 -1.15
C -2.17 -0.64 -2.27
C -0.86 -1.23 -1.92
C 0.30 -0.59 -1.68
C 0.59 0.86 -1.48
C -0.61 1.84 -1.53
H -4.08 0.07 -1.61
H -2.02 0.21 -2.97
H -3.30 -1.03 -0.48
H -1.12 1.72 -2.52
H -1.32 2.33 0.47
H -3.49 1.34 0.36
H -0.18 2.86 -1.54
H 1.15 1.02 -0.54
H 1.17 -1.25 -1.45
H 1.31 1.16 -2.26
H -2.71 -1.39 -2.86
H -0.81 -2.32 -1.90
P -0.82 1.26 -4.44
C -1.12 2.99 -4.86
C -1.95 0.35 -5.55
P 1.59 -0.72 -4.27
C 0.91 0.92 -4.91
C 0.80 -1.82 -5.52
C 3.23 -0.63 -5.10
H -0.27 3.61 -4.53
H -2.03 3.33 -4.36
H -1.25 3.09 -5.94
H -1.92 0.82 -6.54
H -2.98 0.45 -5.15
H -1.71 -0.71 -5.62
H 3.12 -0.46 -6.17
H 3.74 -1.59 -4.93
H 3.82 0.17 -4.65
H 1.54 1.72 -4.48
H 0.99 0.97 -6.01
H 1.34 -2.77 -5.50
H 0.89 -1.39 -6.53
H -0.25 -2.00 -5.28
F 2.46 0.92 6.31
C 2.53 1.67 5.18
C 1.95 1.24 4.01
C 2.11 2.04 2.89
F 1.50 1.61 1.69
C 2.83 3.23 2.87
F 2.99 3.91 1.72
C 3.38 3.67 4.08
F 4.06 4.83 4.14
C 3.22 2.89 5.24
F 3.74 3.29 6.42
*
```

Mulliken population analysis, charges in e, atoms 1 to 8: 0.67, 0.48, 0.74, 0.28, 0.41, 0.26, -1.42, 0.21

=====

# 3
C29H41F5GaOP2 | ωB97M-V with the def2-TZVPD basis set

The calculation puts the LUMO energy at -3.017 eV. The value obtained for the energy relative to the best compared isomer or geometry (same formula, charge and spin) is 125.9 kJ/mol. The HOMO energy is -0.397 Ha.

Geometry as ORCA input:
```
! wB97M-V def2-TZVPD RIJCOSX def2/J DEFGRID3
* xyz 1 1
Ga 0.16 -0.66 1.67
C -0.78 -2.41 2.62
C 0.54 -2.75 2.13
C 0.76 -1.08 3.75
C -0.66 -1.38 3.59
C 1.49 -1.94 2.87
C -2.06 -3.10 2.21
H -1.98 -3.52 1.21
H -2.90 -2.40 2.23
H -2.29 -3.92 2.90
C -1.76 -0.73 4.37
H -2.73 -0.93 3.92
H -1.62 0.36 4.40
H -1.78 -1.10 5.41
C 1.32 -0.09 4.72
H 1.45 -0.53 5.71
H 0.66 0.78 4.81
H 2.30 0.28 4.38
C 2.98 -2.05 2.77
H 3.37 -2.73 3.55
H 3.46 -1.08 2.92
H 3.29 -2.44 1.80
C 0.88 -3.88 1.21
H 1.10 -4.80 1.77
H 1.76 -3.65 0.60
H 0.05 -4.10 0.53
C -1.65 0.87 -5.20
C -1.72 -0.47 -5.22
C -0.88 -1.47 -5.97
C 0.47 -0.99 -6.54
C 1.41 -0.47 -5.47
C 1.47 0.75 -4.93
C 0.64 1.98 -5.20
C -0.70 1.78 -5.94
H -1.48 -1.89 -6.79
H 0.30 -0.24 -7.32
H -0.69 -2.31 -5.29
H -0.52 1.43 -6.96
H -2.36 1.38 -4.55
H -2.49 -0.92 -4.59
H -1.17 2.77 -6.04
H 0.44 2.46 -4.24
H 2.23 0.90 -4.16
H 1.25 2.70 -5.77
H 0.94 -1.84 -7.03
H 2.11 -1.21 -5.08
P -1.05 -0.36 -0.23
C -2.68 0.50 -0.27
C -1.34 -1.73 -1.43
P 1.52 0.18 0.05
C 0.17 0.75 -1.08
C 2.57 -0.92 -0.99
C 2.64 1.61 0.33
H -2.65 1.28 0.50
H -3.46 -0.22 -0.02
H -2.88 0.94 -1.25
H -1.48 -1.35 -2.44
H -2.23 -2.29 -1.13
H -0.48 -2.42 -1.41
H 2.92 2.10 -0.62
H 3.55 1.25 0.83
H 2.13 2.31 0.99
H -0.07 1.78 -0.82
H 0.31 0.66 -2.17
H 3.52 -1.09 -0.49
H 2.76 -0.48 -1.97
H 2.07 -1.89 -1.12
F -1.41 6.08 5.27
C -1.15 4.89 4.68
C -0.86 4.81 3.32
F -0.86 5.95 2.60
C -0.58 3.57 2.69
F -0.31 3.56 1.37
C -0.58 2.35 3.41
O -0.27 1.13 2.69
C -0.89 2.52 4.87
F -0.93 1.59 5.87
C -1.15 3.76 5.44
F -1.42 3.84 6.77
*
```

Mulliken population analysis, charges in e, atoms 1 to 8: -0.92, 0.20, 1.11, 0.51, 0.43, 0.21, -1.50, 0.33

=====

# 4
C29H41F5OP2Pt | ωB97M-V with the def2-TZVPD basis set

The calculation puts the LUMO energy (spin up / spin down) at -5.981 / -7.982 eV. The value obtained for the energy relative to the best compared isomer or geometry (same formula, charge and spin) is 0.0 kJ/mol. The HOMO energy (spin up / spin down) is -0.472 / -0.472 Ha.

Geometry as ORCA input:
```
! wB97M-V def2-TZVPD RIJCOSX def2/J DEFGRID3
* xyz 2 5
Pt 0.69 0.33 -2.78
C -0.58 -2.58 1.67
C 0.71 -2.76 1.07
C 0.99 -1.54 3.00
C -0.39 -1.82 2.86
C 1.69 -2.17 1.93
C -1.88 -3.08 1.17
H -1.72 -3.73 0.30
H -2.53 -2.25 0.87
H -2.41 -3.67 1.93
C -1.42 -1.44 3.85
H -2.41 -1.77 3.53
H -1.44 -0.35 4.02
H -1.21 -1.92 4.81
C 1.55 -0.77 4.14
H 1.36 -1.31 5.08
H 1.07 0.22 4.22
H 2.63 -0.64 4.04
C 3.16 -2.29 1.83
H 3.53 -3.09 2.47
H 3.67 -1.36 2.15
H 3.47 -2.52 0.81
C 0.94 -3.45 -0.22
H 0.80 -4.54 -0.12
H 1.96 -3.29 -0.60
H 0.24 -3.10 -1.00
C -0.86 0.16 -4.14
C -0.71 -1.09 -3.46
C -0.05 -2.27 -4.15
C 1.33 -1.94 -4.72
C 1.99 -0.77 -4.04
C 1.82 0.57 -4.54
C 0.96 0.86 -5.76
C -0.45 0.30 -5.59
H -0.66 -2.71 -4.96
H 1.27 -1.73 -5.80
H 0.08 -3.07 -3.41
H -0.55 -0.67 -6.10
H -1.76 0.75 -3.90
H -1.47 -1.37 -2.74
H -1.17 0.98 -6.06
H 0.91 1.94 -5.94
H 2.70 1.23 -4.45
H 1.41 0.46 -6.67
H 1.97 -2.84 -4.59
H 3.00 -1.01 -3.67
P -2.25 -0.06 -0.60
C -2.55 0.61 1.10
C -3.79 0.16 -1.59
P 2.02 1.35 -0.96
C -1.04 1.14 -1.29
C 3.34 0.08 -0.87
C 1.32 1.10 0.73
H -1.82 0.15 1.79
H -3.58 0.40 1.46
H -2.39 1.69 1.14
H -3.85 1.19 -1.96
H -4.67 -0.04 -0.95
H -3.82 -0.54 -2.45
H 1.58 1.97 1.33
H 1.73 0.20 1.19
H 0.24 0.98 0.74
H -0.72 1.85 -0.50
H -1.46 1.75 -2.12
H 4.04 0.39 -0.08
H 3.85 0.00 -1.83
H 2.88 -0.88 -0.61
F -1.37 7.06 4.94
C -1.15 5.79 4.57
C -1.02 5.48 3.21
F -1.09 6.45 2.28
C -0.83 4.17 2.82
F -0.67 3.88 1.51
C -0.76 3.08 3.75
O -0.63 1.88 3.38
C -0.85 3.47 5.13
F -0.72 2.50 6.07
C -1.05 4.77 5.52
F -1.15 5.09 6.83
*
```

Mulliken population analysis, charges in e, atoms 1 to 8: 0.22, 0.50, 1.05, 0.59, 0.77, 0.08, -1.21, 0.39

=====

# 5
C29H41N7O3PPbS3Te | ωB97M-V with the def2-TZVPD basis set

The calculation puts the LUMO energy at 2.397 eV. The value obtained for the energy relative to the best compared isomer or geometry (same formula, charge and spin) is 13.2 kJ/mol. The HOMO energy is -0.173 Ha.

Geometry as ORCA input:
```
! wB97M-V def2-TZVPD RIJCOSX def2/J DEFGRID3
* xyz -1 1
Pb 0.13 -0.15 -0.18
N -1.99 1.51 -2.13
C -1.34 1.79 -3.40
C 0.17 1.66 -3.31
N 0.55 0.33 -2.85
H -2.98 1.68 -2.19
H -1.65 2.14 -1.40
H -1.56 2.80 -3.79
H -1.71 1.08 -4.15
H 0.57 2.38 -2.59
H 0.59 1.92 -4.29
H 1.56 0.21 -2.83
H 0.14 -0.42 -3.40
S 1.30 -1.60 1.99
C 0.04 -1.07 3.01
N -0.53 0.10 3.00
C -1.56 0.19 3.92
C -2.37 1.31 4.11
C -3.38 1.25 5.06
C -3.59 0.10 5.81
C -2.80 -1.02 5.63
C -1.79 -0.97 4.68
S -0.66 -2.19 4.18
H -2.20 2.19 3.51
H -4.01 2.12 5.21
H -4.39 0.08 6.55
H -2.97 -1.92 6.21
C -3.04 -1.33 1.34
N -1.93 -1.62 0.45
C -1.85 -2.79 -0.06
C -0.81 -3.15 -0.98
C -0.63 -4.33 -1.69
C 0.51 -4.15 -2.48
C 0.98 -2.86 -2.20
N 0.18 -2.25 -1.30
C -4.37 -1.27 0.63
C -5.52 -1.78 1.21
C -6.75 -1.69 0.56
C -6.83 -1.11 -0.69
C -5.68 -0.61 -1.29
C -4.46 -0.69 -0.64
H -2.85 -0.35 1.80
H -3.09 -2.05 2.16
H -2.59 -3.57 0.17
H -1.26 -5.21 -1.63
H 0.97 -4.86 -3.16
H 1.86 -2.37 -2.59
H -5.46 -2.24 2.19
H -7.64 -2.09 1.03
H -7.78 -1.05 -1.21
H -5.73 -0.16 -2.27
H -3.56 -0.32 -1.11
S -1.37 3.46 0.75
C 0.27 3.51 1.20
N 0.86 2.51 1.86
C 2.28 2.46 2.20
C 3.07 3.37 1.28
C 2.42 4.74 1.23
N 1.02 4.59 0.88
H 0.27 1.72 2.14
H 2.61 1.43 2.09
H 2.41 2.76 3.24
H 3.08 2.93 0.28
H 4.10 3.43 1.62
H 2.89 5.37 0.47
H 2.52 5.25 2.19
H 0.52 5.30 0.38
C 5.65 0.65 -3.99
C 4.36 1.01 -3.30
O 3.87 -0.12 -2.56
P 3.69 0.06 -0.95
O 2.49 0.93 -0.72
Te 5.73 0.68 0.05
O 3.22 -1.43 -0.62
C 4.04 -2.50 -0.15
C 4.77 -3.17 -1.29
H 6.01 1.49 -4.58
H 5.50 -0.21 -4.65
H 6.40 0.39 -3.24
H 3.58 1.28 -4.03
H 4.50 1.87 -2.63
H 3.35 -3.19 0.35
H 4.74 -2.11 0.59
H 4.06 -3.54 -2.03
H 5.35 -4.02 -0.91
H 5.45 -2.47 -1.77
*
```

Mulliken population analysis, charges in e, atoms 1 to 8: 1.26, -0.07, -1.08, -0.40, -0.14, 0.29, -0.30, 0.42

=====

# 6
C29H41N9O3STl | ωB97M-V with the def2-TZVPD basis set

The calculation puts the LUMO energy at -3.107 eV. The value obtained for the energy relative to the best compared isomer or geometry (same formula, charge and spin) is 36.6 kJ/mol. The HOMO energy is -0.399 Ha.

Geometry as ORCA input:
```
! wB97M-V def2-TZVPD RIJCOSX def2/J DEFGRID3
* xyz 1 1
Tl 0.41 0.67 1.54
C -4.02 0.21 2.68
C -2.69 0.65 2.16
N -1.59 0.07 2.45
N -1.54 -0.94 3.37
C -0.39 -0.85 4.02
O 0.50 0.04 3.78
C -0.13 -1.87 5.07
C 0.92 -1.68 5.96
C 1.20 -2.64 6.92
C 0.43 -3.80 6.99
C -0.62 -3.98 6.10
C -0.91 -3.02 5.15
C -2.57 1.91 1.38
C -3.66 2.47 0.73
C -3.48 3.66 0.04
C -2.23 4.26 0.04
C -1.20 3.64 0.74
N -1.38 2.50 1.40
H -3.90 -0.62 3.36
H -4.65 -0.09 1.84
H -4.52 1.04 3.19
H 1.51 -0.78 5.90
H 2.02 -2.49 7.62
H 0.65 -4.55 7.74
H -1.22 -4.88 6.16
H -1.73 -3.16 4.46
H -4.62 1.98 0.74
H -4.31 4.12 -0.49
H -2.05 5.19 -0.47
H -0.21 4.07 0.76
N 2.54 1.30 2.60
N 3.04 2.47 2.01
C 2.35 2.99 0.91
O 2.58 4.11 0.51
O 1.50 2.15 0.36
H 2.36 1.40 3.59
H 3.18 0.53 2.45
H 3.44 3.16 2.63
N 1.86 -1.50 -1.02
C 1.79 -2.19 0.15
C 1.93 -3.59 0.14
C 2.05 -4.26 1.33
C 2.06 -3.54 2.52
C 1.87 -2.19 2.45
N 1.67 -1.51 1.30
H 1.68 -1.99 -1.87
H 1.61 -0.52 -1.01
H 1.97 -4.11 -0.81
H 2.16 -5.34 1.33
H 2.19 -4.01 3.48
H 1.85 -1.59 3.35
C 0.67 2.88 -6.54
C 1.06 3.84 -5.42
C 0.55 3.39 -4.05
C 1.36 2.22 -3.50
N 0.76 1.63 -2.30
C -0.25 0.78 -2.30
S -0.94 0.19 -0.83
N -0.76 0.38 -3.47
C -1.74 -0.67 -3.70
C -1.16 -1.80 -4.55
C -0.01 -2.55 -3.89
C -0.42 -3.29 -2.62
H 1.05 3.22 -7.51
H -0.42 2.80 -6.62
H 1.07 1.87 -6.38
H 0.66 4.83 -5.64
H 2.15 3.95 -5.39
H -0.50 3.11 -4.13
H 0.60 4.21 -3.33
H 2.36 2.55 -3.22
H 1.50 1.43 -4.25
H 1.01 2.03 -1.39
H -0.41 0.83 -4.30
H -2.61 -0.23 -4.20
H -2.08 -1.03 -2.73
H -0.83 -1.38 -5.51
H -1.97 -2.49 -4.79
H 0.80 -1.85 -3.68
H 0.39 -3.26 -4.61
H -0.67 -2.60 -1.81
H 0.38 -3.94 -2.27
H -1.29 -3.92 -2.80
*
```

Mulliken population analysis, charges in e, atoms 1 to 8: 1.82, -1.66, 0.68, 0.52, -1.23, 0.30, -0.78, 0.45

=====

Max |F|, respectively: 0.04419, 0.06210, 0.08770, 0.09388, 0.00447, 0.00984 Eh/bohr.